{
  "formula": "C32H78O27",
  "method": "ωB97M-V/def2-TZVPD",
  "e_tot_ev": -89723.5690,
  "e_homo_ev": -10.07,
  "orbital_gap_ha": 0.3665,
  "lumo_energy_ev": -0.1,
  "species": ["H", "C", "H", "H", "H", "H", "C", "H", "H", "O", "H", "H", "O", "H", "C", "H", "H", "H", "C", "H", "H", "O", "H", "H", "C", "H", "H", "H", "C", "H", "C", "O", "H", "O", "O", "C", "C", "O", "O", "O", "H", "O", "C", "O", "O", "C", "H", "H", "H", "C", "C", "H", "O", "H", "H", "H", "O", "H", "H", "H", "H", "C", "H", "C", "C", "O", "H", "H", "O", "O", "H", "O", "O", "C", "C", "H", "H", "C", "C", "O", "O", "O", "O", "H", "C", "H", "C", "O", "C", "H", "H", "H", "H", "C", "H", "H", "H", "H", "H", "H", "H", "H", "H", "H", "H", "H", "H", "H", "C", "H", "C", "H", "H", "H", "H", "C", "H", "H", "H", "C", "C", "H", "H", "H", "C", "O", "C", "O", "H", "H", "H", "O", "H", "H", "C", "H", "H"],
  "positions_angstrom": [[-18.066420, 14.268550, -20.747310], [-10.550130, 12.253930, -15.393120], [-14.574920, 17.151480, -11.567370], [-10.670320, 13.912490, -17.902450], [-20.537400, 13.657510, -12.608040], [-27.381300, 12.902700, -9.708650], [-20.044490, 11.813460, -8.040860], [-13.053810, 14.527580, -16.108960], [-17.015330, 17.526650, -16.984780], [-15.800930, 16.644880, -13.128020], [-21.641870, 21.084060, -20.029820], [-19.886130, 21.317870, -22.597830], [-21.050980, 13.156710, -20.907030], [-19.971700, 8.209370, -13.588440], [-26.070980, 14.501180, -17.115190], [-20.300520, 13.504170, -15.398910], [-17.535350, 19.091290, -12.388900], [-20.026800, 21.747540, -13.623490], [-20.029480, 14.559810, -15.414670], [-20.060280, 11.480640, -9.078690], [-15.437190, 17.738840, -17.720190], [-24.432370, 11.590390, -16.358170], [-19.930700, 20.762370, -20.040340], [-27.081830, 13.779050, -12.405210], [-25.150990, 12.449870, -16.822310], [-17.053360, 17.468530, -19.295810], [-20.578780, 22.394210, -20.481010], [-16.102390, 20.838610, -11.666060], [-26.246160, 14.785720, -10.006840], [-12.560850, 11.815860, -17.370780], [-26.556610, 13.288090, -10.308180], [-17.258360, 14.730960, -20.981420], [-13.658920, 16.626790, -12.915470], [-19.903850, 8.450540, -11.481910], [-25.383840, 12.574060, -10.144220], [-26.134370, 19.107970, -20.190440], [-20.734770, 20.912430, -22.046910], [-25.133160, 13.688740, -16.420100], [-10.049020, 11.940790, -14.339430], [-9.844790, 12.630880, -16.444760], [-20.911370, 10.212970, -7.417540], [-26.143730, 12.002640, -12.137920], [-19.385380, 8.545340, -12.733180], [-21.942020, 21.319710, -22.745620], [-21.868760, 19.214090, -23.107670], [-16.616800, 9.406120, -16.744590], [-22.423390, 21.763420, -15.177890], [-14.244140, 13.571590, -16.936650], [-15.339830, 8.768450, -15.326780], [-16.425910, 18.186830, -17.621050], [-21.335730, 21.786560, -15.110430], [-21.577860, 15.076720, -12.294680], [-17.900050, 19.964490, -12.227320], [-19.640700, 16.962610, -9.446660], [-26.309140, 13.992940, -19.068900], [-27.155560, 15.385930, -9.977810], [-20.803200, 22.259390, -13.861850], [-15.449420, 14.211730, -21.774330], [-26.211980, 20.130610, -20.559610], [-25.747300, 15.227990, -10.869180], [-27.911490, 19.050320, -21.002720], [-22.522100, 20.344910, -23.303330], [-21.028980, 18.141870, -7.684930], [-20.861620, 19.412990, -22.133100], [-19.931620, 16.682070, -8.434350], [-21.360350, 16.299930, -14.654180], [-17.178370, 20.247960, -10.343030], [-28.910310, 14.241890, -18.248060], [-20.155600, 17.770000, -7.541670], [-24.119640, 11.170730, -11.468130], [-15.747690, 15.710770, -13.342980], [-20.157350, 10.741040, -7.145130], [-22.034690, 17.097800, -16.643090], [-28.245930, 13.389500, -18.106210], [-21.321050, 16.363900, -15.963710], [-20.699250, 8.985830, -11.432980], [-16.194590, 9.236740, -17.735120], [-22.241490, 13.830660, -21.162630], [-27.070780, 12.942960, -11.705980], [-17.080420, 18.324370, -18.861760], [-16.042050, 12.553960, -12.894160], [-27.244500, 18.432210, -20.695060], [-15.656120, 9.597130, -15.694000], [-21.007200, 20.782260, -15.377930], [-15.997510, 12.100440, -11.514740], [-22.177580, 14.790210, -20.649510], [-20.715750, 21.315450, -20.555990], [-23.605490, 20.440340, -23.850170], [-25.124540, 11.867880, -11.249160], [-19.371670, 9.600820, -13.004980], [-18.344310, 8.235420, -12.823870], [-23.116100, 13.282410, -20.812540], [-22.008160, 13.872070, -13.509550], [-17.130400, 20.724450, -11.322200], [-19.072320, 12.272050, -7.860110], [-17.537340, 21.726770, -11.188660], [-20.768660, 15.983980, -8.422460], [-20.858490, 12.516430, -7.863810], [-10.618200, 12.169100, -18.356930], [-14.497020, 18.191370, -13.051790], [-16.728990, 12.671120, -10.942610], [-28.540030, 12.644810, -18.845850], [-16.371270, 19.126840, -17.071960], [-28.440120, 13.001850, -17.106150], [-20.930620, 22.405370, -15.911090], [-15.826330, 11.833610, -13.490950], [-22.302240, 13.998260, -22.237960], [-21.082770, 18.948990, -21.171910], [-21.175810, 14.415350, -13.062170], [-13.035450, 14.486850, -17.818870], [-16.367420, 13.740060, -21.423760], [-25.192960, 18.649350, -20.492950], [-17.211780, 10.311930, -16.861210], [-26.886290, 14.913980, -16.521080], [-26.064270, 19.154320, -19.103690], [-10.725270, 12.885230, -17.542180], [-28.049330, 12.475980, -11.594280], [-16.105990, 13.187030, -20.521600], [-17.294310, 8.653850, -16.340660], [-26.695210, 13.599840, -18.128420], [-14.563330, 17.177550, -12.656990], [-25.637990, 14.943710, -9.116180], [-16.794510, 13.090320, -22.187650], [-15.050410, 12.226850, -10.990200], [-13.189690, 13.847360, -16.949750], [-20.493670, 15.387510, -16.458540], [-12.111360, 12.685090, -16.890660], [-11.864040, 12.399630, -15.597770], [-18.944280, 14.508170, -15.502800], [-19.876020, 19.077530, -22.455840], [-21.096160, 12.255210, -21.233950], [-26.119120, 12.357420, -17.763270], [-19.038470, 16.113790, -8.174670], [-25.619860, 15.364010, -17.605210], [-20.531840, 15.292270, -14.102980], [-19.679130, 15.840000, -13.701760], [-16.291540, 11.052230, -11.460990]],
  "forces_ev_per_angstrom": [[-0.297, 0.204, 0.082], [1.024, -0.025, 3.043], [-0.021, 0.449, 0.141], [0.657, -0.050, 0.027], [0.386, 0.345, -0.166], [0.617, 0.057, 1.055], [0.130, 0.167, -0.101], [0.217, -0.154, 0.221], [0.003, -0.194, 0.252], [0.025, 0.106, -0.315], [-0.177, -0.195, -0.352], [-0.063, -0.011, 0.071], [1.209, -0.632, 0.623], [-0.286, -1.177, 0.258], [-0.911, 1.243, 0.303], [-0.982, 0.122, -0.698], [0.311, 0.047, 0.226], [-0.011, -0.170, -0.102], [0.828, 0.227, 1.561], [-0.062, 0.009, -0.165], [0.216, 0.196, -0.025], [-1.449, 0.960, -1.288], [0.236, 0.200, -0.121], [-0.158, 0.053, 0.013], [0.351, -1.499, 0.256], [-0.071, -0.077, -0.117], [0.272, -0.056, 0.251], [0.158, -0.069, 0.122], [-0.638, -0.415, -1.007], [-0.193, -0.171, 0.036], [-1.631, 2.416, 0.617], [-0.515, 0.638, -0.301], [-0.169, -0.191, -0.545], [-0.665, -0.976, 1.794], [1.202, -1.057, 0.035], [0.400, 1.153, 0.016], [-0.881, 0.100, 1.313], [0.371, 2.782, 1.234], [-0.788, 0.098, -1.291], [0.406, 0.112, -1.643], [-0.018, -0.105, 0.102], [1.327, -1.072, -0.465], [0.664, 2.151, -2.408], [2.215, 3.668, 2.070], [0.588, -1.966, -0.049], [-0.225, 0.048, 1.194], [0.041, 0.372, 0.561], [0.255, -0.596, -0.029], [-0.202, -0.156, -0.336], [-0.355, -0.648, 0.582], [1.018, -0.100, -0.331], [0.000, -0.210, 0.227], [-0.747, 0.471, -0.625], [-0.691, 0.538, -0.296], [-0.272, -0.911, -0.595], [-0.222, -0.210, 0.477], [-0.813, -0.214, -0.341], [-0.187, 0.062, -0.214], [0.713, 0.171, 0.104], [0.515, -0.219, -0.027], [0.206, 0.013, 0.107], [-4.105, -1.264, -1.581], [0.011, -0.108, -0.189], [1.392, 0.021, -0.383], [0.278, -0.234, -0.034], [-1.006, 0.462, 1.272], [0.379, 0.049, 0.200], [0.568, 0.387, -0.110], [0.536, -0.335, -0.169], [-3.234, 2.374, 1.009], [0.250, -0.103, 0.168], [0.004, -0.614, 0.293], [2.206, -1.529, 1.418], [0.980, -0.083, 0.388], [-1.950, 0.190, -2.364], [-0.056, -0.059, 0.035], [0.212, -0.610, 0.184], [-0.285, 0.392, -0.466], [-0.132, 0.661, 0.286], [0.090, 0.494, -0.250], [0.156, 0.234, 1.014], [-0.644, -1.180, -0.008], [0.244, 0.913, -0.402], [0.071, -0.243, 0.386], [-0.578, -0.124, -0.586], [-0.129, -0.046, -0.045], [-0.223, 0.735, -0.859], [1.472, -0.449, 0.151], [2.670, -2.470, -1.472], [0.518, 0.592, -0.081], [-0.206, -0.494, 0.387], [-0.128, 0.020, 0.038], [-0.155, 0.004, -0.017], [0.189, -0.405, 0.398], [-0.151, 0.192, 0.037], [-0.307, -0.128, -0.387], [-0.058, 0.004, -0.237], [0.096, 0.355, -0.183], [0.505, 0.117, 0.148], [0.138, -0.008, 0.240], [-0.102, 0.082, -0.218], [0.193, -0.070, 0.083], [0.076, 0.178, -0.496], [-0.246, -0.179, -0.017], [-0.258, 0.283, -0.138], [0.131, -0.181, 0.130], [-0.469, 0.247, -0.091], [-0.421, -0.062, -0.168], [-1.005, 0.393, -0.296], [0.011, -0.191, -0.297], [0.501, -0.126, 0.798], [-0.148, -0.060, -0.480], [0.173, 0.207, 0.351], [0.416, -0.163, 0.981], [-0.503, -0.124, 0.267], [-1.190, 0.601, 0.270], [-0.029, 0.106, -0.488], [0.333, -0.705, -0.244], [-0.208, -0.339, -0.932], [-0.881, 0.014, -0.588], [-0.286, -0.283, 0.343], [-0.209, -0.224, -0.026], [0.084, -0.017, -0.067], [0.336, 0.077, -0.508], [1.213, 0.245, -0.178], [-0.825, 0.384, -0.413], [-2.670, 0.975, -2.806], [0.522, -0.964, 2.514], [0.114, 0.381, 0.267], [-0.293, -0.760, -0.278], [-0.114, 0.032, -0.039], [0.386, -2.220, -0.954], [-0.068, 0.132, 0.910], [0.562, -0.204, 0.299], [2.309, -0.661, -1.177], [0.045, -0.123, 0.363], [0.042, -0.044, 0.073]],
  "mulliken_charge": [0.287, 0.550, 0.247, 0.279, 0.395, 0.248, -0.383, 0.346, 0.096, -0.417, 0.337, 0.275, -0.482, 0.318, -0.423, 0.263, 0.251, 0.307, -0.336, 0.169, 0.237, -0.579, 0.369, 0.240, 0.715, 0.284, 0.359, 0.270, -1.320, 0.205, 0.466, -0.446, 0.298, -0.508, -0.318, -0.470, 0.475, -0.321, -0.570, -0.320, 0.301, -0.306, -0.531, -0.347, -0.325, -0.529, 0.242, 0.324, 0.290, -0.399, -0.450, 0.356, -0.420, 0.218, 0.246, 0.377, -0.511, 0.213, 0.298, 0.328, 0.320, 0.696, 0.299, -0.418, -0.453, -0.375, 0.248, 0.368, -0.521, -0.590, 0.256, -0.523, -0.635, -1.337, 0.728, 0.304, 0.240, -0.432, -0.416, -0.479, -0.428, -0.517, -0.480, 0.151, -0.576, 0.163, -1.414, -0.609, 0.647, 0.165, 0.252, 0.204, 0.379, -0.567, 0.209, 0.227, 0.213, 0.231, 0.282, 0.232, 0.190, 0.320, 0.268, 0.354, 0.252, 0.272, 0.281, 0.285, -1.530, 0.369, -0.524, 0.140, 0.196, 0.254, 0.230, -0.345, 0.319, 0.222, 0.295, 0.496, -0.623, 0.325, 0.245, 0.272, -1.391, -0.281, 0.517, -0.248, 0.258, 0.315, 0.278, -0.394, 0.246, 0.294, 0.593, 0.174, 0.272]
}